Computed, not measured: a molecular structure, C15H16AuF5N2O2S, with ωB97M-V/def2-TZVPD.

As for the lowest unoccupied orbital energy (spin up / spin down): -11.0 / -11.0 eV. As for the multiplicity: 1. The calculation puts the electronic energy at -1873.621003 Eh. The HOMO energy (spin up / spin down) is -14.509 / -14.506 eV. Its net charge is +2. The relative energy (zero: lowest compared OMol25 entry of this formula, charge and spin) is 13.4 kcal/mol. The largest force on an atom comes out at 1.244 eV Å⁻¹.

Last column: Löwdin charge in e.
Atoms and positions in Å:
1 Au 0.75 0.36 0.60  0.688
2 F 7.08 3.64 0.17  0.303
3 C 5.85 3.37 0.32  -0.027
4 C 5.46 2.01 0.44  -0.113
5 F 6.37 1.08 0.39  0.217
6 C 4.15 1.70 0.61  -0.198
7 F 3.81 0.46 0.72  0.147
8 C 3.14 2.75 0.68  -0.463
9 S 1.55 2.54 0.95  1.033
10 C 3.61 4.14 0.54  -0.195
11 F 2.75 5.10 0.59  0.199
12 C 4.92 4.43 0.36  -0.117
13 F 5.34 5.66 0.23  0.218
14 N -1.35 -0.06 0.47  0.076
15 C -2.46 0.29 0.49  -0.214
16 N -3.69 0.69 0.52  -0.058
17 C -4.53 0.48 1.73  -0.075
18 C -5.29 -0.82 1.54  -0.171
19 O -6.05 -0.78 0.35  -0.104
20 C -5.27 -0.60 -0.81  -0.173
21 C -4.49 0.71 -0.74  -0.076
22 H -5.23 1.31 1.78  0.139
23 H -3.91 0.47 2.62  0.137
24 H -5.98 -0.97 2.37  0.140
25 H -4.58 -1.66 1.52  0.134
26 H -5.95 -0.58 -1.66  0.140
27 H -4.57 -1.44 -0.94  0.132
28 H -5.19 1.54 -0.66  0.139
29 H -3.84 0.85 -1.60  0.135
30 C 0.82 -3.44 -1.72  -0.139
31 C 2.22 -2.81 -1.71  -0.149
32 C 2.37 -2.44 -0.26  -0.179
33 O 1.07 -1.92 0.12  -0.296
34 C 0.06 -2.63 -0.67  -0.169
35 H 0.88 -4.49 -1.44  0.123
36 H 0.35 -3.37 -2.70  0.122
37 H 2.25 -1.92 -2.34  0.119
38 H 3.00 -3.50 -2.05  0.128
39 H 3.13 -1.69 -0.04  0.098
40 H 2.58 -3.33 0.35  0.136
41 H -0.60 -1.89 -1.12  0.088
42 H -0.53 -3.24 0.00  0.126


Computed, not measured: a molecular structure, C15H16ClMnN4S, with ωB97M-V/def2-TZVPD.

As for the lowest unoccupied orbital energy (spin up / spin down): -11.8 / -11.7 eV. As for the multiplicity: 4. The calculation puts the electronic energy at -2808.551503 Eh. The HOMO energy (spin up / spin down) is -18.691 / -18.236 eV. Its net charge is +3. The largest force on an atom comes out at 1.810 eV Å⁻¹.

Last column: Löwdin charge in e.
Atoms and positions in Å:
1 Mn -0.43 -0.35 0.69  0.572
2 C 2.09 -3.69 1.77  0.037
3 C 1.40 -2.51 1.22  -0.173
4 N 0.25 -2.02 1.60  -0.025
5 N -0.47 -2.59 2.62  0.035
6 C -1.62 -2.02 3.01  -0.699
7 N -2.36 -2.51 3.97  0.195
8 S -2.10 -0.59 2.17  0.809
9 C 2.00 -1.74 0.12  -0.179
10 C 3.22 -2.05 -0.46  0.060
11 C 3.72 -1.26 -1.48  0.040
12 C 2.97 -0.17 -1.91  0.025
13 C 1.75 0.08 -1.29  -0.061
14 N 1.26 -0.67 -0.30  -0.007
15 H 1.59 -4.16 2.61  0.087
16 H 3.10 -3.42 2.11  0.128
17 H 2.23 -4.45 1.00  0.131
18 H -0.10 -3.41 3.10  0.173
19 H -2.14 -3.38 4.45  0.157
20 H -3.21 -2.04 4.27  0.148
21 H 3.79 -2.91 -0.11  0.135
22 H 4.68 -1.49 -1.94  0.145
23 H 3.32 0.47 -2.70  0.137
24 H 1.16 0.92 -1.62  0.117
25 Cl -2.91 6.12 -3.43  0.975
26 C -2.38 4.77 -2.61  -0.573
27 C -1.46 4.90 -1.52  -0.026
28 C -1.07 3.81 -0.82  0.045
29 C -1.56 2.49 -1.15  -0.227
30 C -1.24 1.40 -0.38  0.025
31 C -2.43 2.37 -2.29  0.049
32 C -2.84 3.47 -2.98  -0.025
33 H -1.09 5.88 -1.26  0.137
34 H -0.39 3.92 0.01  0.141
35 H -1.74 0.43 -0.64  0.105
36 H -0.70 1.61 0.59  0.104
37 H -2.79 1.39 -2.58  0.142
38 H -3.51 3.37 -3.82  0.138


Computed, not measured: C15H16ClN3 in the gas phase, with ωB97M-V/def2-TZVPD.

As for the lowest unoccupied orbital energy: 0.6 eV. As for the multiplicity: 1. The calculation puts the electronic energy at -1205.653299 Eh. The HOMO energy is -8.318 eV. The structure (SMILES) is CCC/N=C(\Nc1ccc(Cl)cc1)c1cccnc1. The largest force on an atom comes out at 0.797 eV Å⁻¹.

Last column: Löwdin charge in e.
Atoms and positions in Å:
1 C -5.48 -3.05 0.31  -0.121
2 C -4.86 -1.66 0.39  -0.263
3 H -5.41 -0.97 -0.24  0.106
4 C -3.40 -1.68 -0.08  -0.264
5 N -2.88 -0.34 -0.03  0.092
6 C -1.65 -0.08 -0.17  -0.320
7 N -0.67 -1.02 -0.44  0.124
8 C 0.69 -0.94 -0.23  -0.260
9 C 1.25 -0.09 0.73  -0.019
10 C 2.61 -0.05 0.92  -0.092
11 C 3.44 -0.85 0.16  -0.684
12 C 2.91 -1.72 -0.78  -0.106
13 C 1.54 -1.76 -0.97  -0.021
14 H 1.12 -2.43 -1.71  0.114
15 H 3.56 -2.35 -1.36  0.106
16 Cl 5.15 -0.79 0.39  0.664
17 H 3.04 0.61 1.66  0.108
18 H 0.60 0.52 1.35  0.117
19 H -1.00 -1.88 -0.85  0.136
20 C -1.26 1.34 -0.12  -0.164
21 C -1.88 2.22 0.76  -0.013
22 C -1.52 3.56 0.74  -0.053
23 C -0.56 3.97 -0.17  -0.148
24 N 0.01 3.15 -1.04  0.071
25 C -0.33 1.88 -1.02  -0.103
26 H 0.16 1.25 -1.76  0.123
27 H -0.24 5.00 -0.22  0.103
28 H -1.98 4.27 1.41  0.101
29 H -2.63 1.84 1.44  0.114
30 H -2.82 -2.36 0.56  0.122
31 H -3.35 -2.06 -1.11  0.123
32 H -4.89 -1.29 1.41  0.105
33 H -5.47 -3.42 -0.71  0.069
34 H -6.52 -3.02 0.65  0.067
35 H -4.94 -3.75 0.94  0.069


Computed, not measured: C15H16ClN5O2 in the gas phase, with ωB97M-V/def2-TZVPD.

As for the lowest unoccupied orbital energy: 0.6 eV. As for the multiplicity: 1. The calculation puts the electronic energy at -1465.733165 Eh. The HOMO energy is -8.278 eV. The relative energy (zero: lowest compared OMol25 entry of this formula, charge and spin) is 0.0 kcal/mol. The structure (SMILES) is Cn1c(=O)c2[nH]c(CNCc3ccccc3Cl)nc2n(C)c1=O. The largest force on an atom comes out at 1.541 eV Å⁻¹.

Last column: Löwdin charge in e.
Atoms and positions in Å:
1 C 4.24 1.33 -2.72  -0.006
2 N 2.88 1.14 -2.22  0.032
3 C 2.07 0.26 -2.92  -0.434
4 O 2.46 -0.32 -3.91  0.069
5 N 0.79 0.08 -2.45  0.013
6 C 0.39 0.74 -1.33  -0.271
7 C 1.22 1.61 -0.65  -0.109
8 N 0.48 2.05 0.42  0.199
9 C -0.73 1.45 0.33  -0.328
10 N -0.82 0.66 -0.72  0.202
11 C -1.80 1.63 1.34  -0.144
12 N -1.29 1.47 2.69  -0.056
13 H -2.06 1.54 3.34  0.104
14 C -0.56 0.22 2.92  -0.194
15 C -1.24 -1.01 2.37  -0.243
16 C -2.54 -1.32 2.76  -0.047
17 C -3.22 -2.40 2.24  -0.078
18 C -2.61 -3.21 1.29  -0.079
19 C -1.31 -2.93 0.89  -0.104
20 C -0.64 -1.84 1.42  -0.587
21 Cl 0.99 -1.56 0.90  0.762
22 H -0.82 -3.56 0.16  0.103
23 H -3.13 -4.05 0.87  0.105
24 H -4.23 -2.61 2.56  0.104
25 H -3.02 -0.69 3.50  0.116
26 H -0.43 0.12 4.00  0.130
27 H 0.43 0.32 2.47  0.072
28 H -2.61 0.93 1.08  0.121
29 H -2.20 2.65 1.27  0.127
30 H 0.79 2.68 1.14  0.176
31 C 2.57 1.86 -1.06  -0.388
32 O 3.38 2.60 -0.53  0.078
33 C -0.11 -0.83 -3.11  -0.002
34 H 0.46 -1.41 -3.83  0.090
35 H -0.58 -1.48 -2.37  0.085
36 H -0.90 -0.27 -3.63  0.099
37 H 4.41 2.40 -2.89  0.098
38 H 4.34 0.77 -3.64  0.086
39 H 4.95 0.98 -1.97  0.100


Computed, not measured: a molecular structure, C15H16Cr2F9MgN2O24P2S2, with ωB97M-V/def2-TZVPD.

As for the lowest unoccupied orbital energy (spin up / spin down): -0.6 / -0.6 eV. As for the multiplicity: 7. The calculation puts the electronic energy at -7163.910839 Eh. The HOMO energy (spin up / spin down) is -7.550 / -7.690 eV. Its net charge is -1. The relative energy (zero: lowest compared OMol25 entry of this formula, charge and spin) is 0.0 kcal/mol. The largest force on an atom comes out at 8.371 eV Å⁻¹.

Last column: Löwdin charge in e.
Atoms and positions in Å:
1 Cr 16.09 -6.39 10.78  0.879
2 Cr 15.06 -5.51 14.41  1.079
3 Mg 18.13 -6.56 13.14  0.758
4 O 16.87 -6.34 14.63  -0.332
5 H 17.22 -6.70 15.45  0.032
6 C 11.95 -2.89 14.73  -0.643
7 F 11.41 -2.21 15.75  0.135
8 F 11.34 -2.53 13.61  0.138
9 F 13.25 -2.54 14.73  0.106
10 S 11.82 -4.74 14.97  0.551
11 O 11.89 -4.96 16.40  -0.276
12 O 10.57 -5.10 14.34  -0.268
13 O 13.04 -5.23 14.28  -0.392
14 C 14.81 -9.73 15.49  -0.636
15 F 14.63 -10.70 14.58  0.119
16 F 14.70 -10.29 16.70  0.123
17 F 16.06 -9.26 15.38  0.119
18 S 13.55 -8.33 15.29  0.536
19 O 14.31 -7.47 14.35  -0.385
20 O 12.37 -8.94 14.72  -0.270
21 O 13.40 -7.77 16.61  -0.279
22 P 18.27 -8.06 10.94  0.105
23 O 19.28 -7.18 11.76  -0.378
24 O 17.13 -7.71 11.94  -0.420
25 O 18.62 -9.47 10.63  -0.289
26 O 17.54 -7.22 9.82  -0.387
27 P 16.03 -4.25 12.19  0.459
28 O 17.29 -5.14 12.14  -0.362
29 O 15.38 -5.65 12.56  -0.527
30 O 15.31 -4.57 10.80  -0.333
31 O 15.40 -3.82 13.56  -0.355
32 C 15.41 -0.59 13.22  -0.063
33 C 14.55 0.40 12.44  -0.310
34 O 14.50 1.47 13.36  0.107
35 C 14.50 0.92 14.63  -0.531
36 O 14.27 1.53 15.60  0.190
37 O 14.97 -0.35 14.55  0.070
38 F 13.30 -0.09 12.26  0.084
39 H 16.47 -0.32 13.21  0.146
40 H 15.22 -1.59 12.82  0.100
41 H 14.97 0.79 11.52  0.168
42 C 11.68 -4.38 10.65  -0.011
43 C 12.09 -5.83 10.61  -0.315
44 O 11.65 -6.19 9.29  0.122
45 C 11.84 -5.10 8.50  -0.578
46 O 11.89 -5.11 7.31  0.134
47 O 11.96 -4.01 9.27  0.069
48 F 11.43 -6.60 11.48  0.108
49 H 12.21 -3.73 11.33  0.131
50 H 10.60 -4.27 10.75  0.150
51 H 13.17 -5.97 10.64  0.109
52 C 20.58 -5.49 8.99  -0.021
53 C 19.39 -4.59 9.36  -0.309
54 O 18.83 -4.31 8.13  0.137
55 C 19.83 -4.37 7.19  -0.561
56 O 19.69 -3.95 6.09  0.167
57 O 20.92 -4.91 7.72  0.082
58 F 19.86 -3.45 9.99  0.041
59 H 20.31 -6.54 8.89  0.136
60 H 21.42 -5.38 9.67  0.140
61 H 18.74 -5.06 10.09  0.117
62 C 14.57 -10.44 11.23  -0.002
63 C 14.52 -9.00 11.13  -0.133
64 N 14.54 -7.86 11.12  0.165
65 H 15.57 -10.83 11.08  0.104
66 H 13.93 -10.95 10.51  0.094
67 H 14.20 -10.69 12.22  0.084
68 C 14.65 -6.35 6.12  -0.021
69 C 14.85 -6.43 7.56  -0.158
70 N 15.00 -6.52 8.69  0.186
71 H 15.37 -5.63 5.73  0.098
72 H 13.73 -5.79 5.91  0.076
73 H 14.66 -7.33 5.66  0.091


Computed, not measured: a gas-phase ion, C15H16F2NO (charge +1), with ωB97M-V/def2-TZVPD.

As for the lowest unoccupied orbital energy: -3.3 eV. As for the multiplicity: 1. The calculation puts the electronic energy at -910.611711 Eh. The HOMO energy is -12.644 eV. Its net charge is +1. The structure (SMILES) is OCC[NH2+]C(c1cccc(F)c1)c1cccc(F)c1. The largest force on an atom comes out at 1.953 eV Å⁻¹.

Last column: Löwdin charge in e.
Atoms and positions in Å:
1 F -2.90 2.82 2.95  0.073
2 C -2.76 1.58 2.40  -0.231
3 C -3.91 0.89 2.03  0.018
4 C -3.84 -0.50 1.78  -0.033
5 C -2.60 -1.14 1.91  -0.060
6 C -1.40 -0.44 2.09  -0.169
7 C -0.16 -1.32 2.14  -0.072
8 C 1.15 -0.56 1.93  -0.203
9 C 2.32 -1.26 2.35  -0.045
10 C 3.56 -0.61 2.38  -0.033
11 C 3.62 0.76 2.00  0.021
12 C 2.53 1.34 1.36  -0.214
13 F 2.62 2.58 0.76  0.063
14 C 1.27 0.72 1.39  0.033
15 C -1.52 0.93 2.43  0.045
16 H -4.90 1.36 2.00  0.131
17 H -4.72 -1.13 1.56  0.126
18 H -2.54 -2.23 1.87  0.081
19 H -0.15 -1.96 3.06  0.177
20 H 2.26 -2.34 2.62  0.128
21 H 4.41 -1.15 2.79  0.120
22 H 4.54 1.30 2.18  0.129
23 H 0.42 1.26 0.99  0.123
24 H -0.66 1.53 2.74  0.128
25 O 0.30 -5.37 1.02  -0.067
26 C -0.72 -4.91 0.12  -0.220
27 C -1.09 -3.48 0.41  -0.100
28 N -0.06 -2.40 0.84  0.127
29 H 0.28 -6.34 1.05  0.106
30 H -0.41 -5.10 -0.91  0.126
31 H -1.62 -5.51 0.31  0.137
32 H -1.61 -3.07 -0.45  0.143
33 H -1.74 -3.45 1.27  0.087
34 H 0.87 -2.82 1.02  0.141
35 H 0.08 -1.74 0.04  0.185